# 1
An isolated ion of composition C4H6NO and charge +1 in a non-equilibrium geometry, computed with ωB97M-V/def2-TZVPD.

Its total charge is +1. Its LUMO energy is -0.200 Ha. Its SMILES is C[N@@+]12C=C[C@@H]1O2. The spin multiplicity is 1. As for the energy above the lowest of the compared OMol25 structures with the same formula, charge and spin: 122.62 kcal/mol.

Each line ends with the natural charge from an NBO analysis.
Cartesian coordinates (Å):
1 C 1.28 -0.57 0.25  -0.4379
2 N -0.13 -0.38 0.37  0.0116
3 C -0.88 0.86 0.81  0.0434
4 C -1.97 0.68 0.11  -0.2075
5 C -1.42 -0.57 -0.61  0.3253
6 O -0.86 -1.51 0.35  -0.2490
7 H 1.49 -1.64 0.21  0.2669
8 H 1.62 -0.05 -0.57  0.2389
9 H 1.82 -0.12 1.10  0.2511
10 H -0.44 1.55 1.41  0.2471
11 H -2.99 1.02 0.10  0.2817
12 H -1.21 -0.68 -1.58  0.2284

# 2
A 2-piece molecular cluster, CH6NOS overall in a non-equilibrium geometry, computed with ωB97M-V/def2-TZVPD.

Its total charge is -1. Its LUMO energy is 0.149 Ha. The spin multiplicity is 1. As for the energy above the lowest of the compared OMol25 structures with the same formula, charge and spin: 24.41 kcal/mol.

Each line ends with the natural charge from an NBO analysis.
Cartesian coordinates (Å):
1 N -1.91 1.56 0.30  -0.8811
2 C -0.80 0.73 0.76  0.1091
3 O -0.83 -0.56 0.42  -0.8887
4 H -1.89 1.48 -0.69  0.3339
5 H -2.80 1.17 0.62  0.3306
6 H 0.13 1.20 0.37  0.1099
7 H -0.79 0.96 1.85  0.0768
8 S 1.77 -0.84 -0.64  -0.6065
9 H 0.45 -0.98 -0.06  0.3052
10 H 1.32 -1.26 -1.84  0.1108

# 3
A 2-piece molecular cluster, C15H30B2F3N3O6 overall, computed with ωB97M-V/def2-TZVPD.

Its LUMO energy is -0.008 Ha. The spin multiplicity is 1.

Each line ends with the natural charge from an NBO analysis.
Cartesian coordinates (Å):
1 C 4.76 -2.07 -2.45  -0.5986
2 C 3.66 -1.08 -2.04  -0.4332
3 C 2.45 -1.78 -1.43  0.2177
4 F 2.93 -2.85 -0.65  -0.3787
5 C 1.55 -0.92 -0.52  -0.2445
6 C 1.50 0.52 -1.05  -0.4083
7 C 0.35 1.41 -0.57  -0.2196
8 C 0.35 2.70 -1.43  -0.4066
9 C -0.45 3.91 -0.92  -0.2269
10 N -1.88 3.75 -0.71  -0.8491
11 B 0.42 1.74 1.00  1.1849
12 O -0.81 1.96 1.52  -0.8910
13 O 1.58 1.71 1.74  -0.7362
14 C 2.62 2.66 1.53  -0.2398
15 N -0.98 0.68 -0.82  -0.5501
16 C -0.84 -0.73 -1.31  -0.2218
17 C 0.09 -1.46 -0.35  -0.2528
18 C -0.10 -3.01 -0.44  -0.2203
19 N -0.64 -3.65 0.75  -0.6265
20 C -2.09 -3.55 0.95  -0.4164
21 H 5.29 -2.44 -1.57  0.2200
22 H 5.49 -1.56 -3.08  0.2108
23 H 4.35 -2.93 -2.99  0.2106
24 H 3.33 -0.55 -2.94  0.2073
25 H 4.07 -0.36 -1.33  0.2007
26 H 1.83 -2.23 -2.22  0.1612
27 H 2.01 -0.92 0.47  0.2355
28 H 2.43 1.04 -0.79  0.2356
29 H 1.47 0.51 -2.15  0.2034
30 H 1.40 2.99 -1.56  0.2239
31 H -0.02 2.45 -2.43  0.1946
32 H -0.33 4.70 -1.66  0.2056
33 H 0.00 4.30 0.00  0.1882
34 H -2.14 3.07 0.00  0.3918
35 H -2.40 3.59 -1.56  0.3546
36 H -0.83 2.26 2.44  0.5291
37 H 3.45 2.38 2.17  0.2061
38 H 2.97 2.66 0.49  0.1640
39 H 2.29 3.67 1.79  0.1826
40 H -1.53 0.62 0.07  0.4996
41 H -1.56 1.22 -1.46  0.4252
42 H -0.47 -0.69 -2.34  0.2038
43 H -1.84 -1.16 -1.29  0.2449
44 H -0.25 -1.17 0.65  0.2299
45 H -0.78 -3.24 -1.26  0.1881
46 H 0.85 -3.49 -0.67  0.2214
47 H -0.15 -3.33 1.58  0.3576
48 H -2.56 -2.89 0.21  0.1785
49 H -2.34 -3.17 1.94  0.2077
50 H -2.55 -4.54 0.85  0.1914
51 B -3.46 0.42 1.93  1.2609
52 O -2.89 0.19 3.28  -0.6934
53 C -3.80 -0.37 4.06  0.6747
54 O -3.65 -0.67 5.21  -0.5429
55 C -5.08 -0.59 3.21  0.6739
56 O -6.10 -1.08 3.59  -0.5398
57 O -4.83 -0.12 1.99  -0.6747
58 F -2.70 -0.27 0.95  -0.5663
59 F -3.46 1.77 1.59  -0.5484